Density functional theory data (ωB97M-V/def2-TZVPD) for a 9-piece molecular cluster, C45H104N4O9 overall.

SMILES string = CC1(C)CCCC(C)(C)N1O.CC1(C)CCCC(C)(C)N1O.CC1(C)CCCC(C)(C)N1O.CC1(C)CCCC(C)(C)N1O.CCO.CCO.CCO.CCO.CO
HOMO = -7.7042 eV
energy above the lowest of the compared OMol25 structures with the same formula, charge and spin = 0.0 kJ/mol
molecular weight = 845.35 g/mol
HOMO-LUMO gap = 7.887 eV

Geometry as ORCA input:
```
! RIJCOSX wB97M-V def2-TZVPD def2/J DEFGRID3
* xyz 0 1
C -3.48087 -7.90380 23.63827
C -2.27503 -7.00557 23.91845
C -2.08688 -6.02980 22.74039
C -2.61068 -6.15233 25.15520
C -1.37216 -5.47753 25.72353
C -0.33252 -6.50827 26.12528
C 0.06536 -7.35649 24.91216
C 1.03937 -6.55849 24.00217
C 0.84507 -8.57563 25.40762
N -1.12554 -7.87681 24.20910
O -0.77364 -8.63751 23.08793
H -3.46630 -8.37753 22.66040
H -3.59863 -8.58037 24.48858
H -4.42165 -7.34441 23.71218
H -3.02477 -5.60212 22.39721
H -1.44964 -5.19587 23.05534
H -1.51813 -6.49013 21.92851
H -3.35716 -5.37334 25.00094
H -2.96629 -6.81346 25.95229
H -0.93065 -4.70182 25.09495
H -1.65693 -4.93374 26.63293
H -0.75141 -7.18140 26.88106
H 0.56711 -6.10587 26.59009
H 0.55886 -5.91425 23.26740
H 1.89246 -7.14356 23.65290
H 1.60895 -5.86542 24.63740
H 1.60804 -8.27723 26.12928
H 1.28516 -9.13616 24.58192
H 0.22187 -9.32466 25.90288
H -0.32366 -8.03356 22.46818
C -7.58850 -5.45638 16.41774
C -6.33744 -5.04294 15.62958
C -5.64573 -6.29298 15.03128
C -6.82522 -4.20664 14.45080
C -5.71562 -3.35491 13.77768
C -5.16401 -2.49560 14.89367
C -4.50972 -3.28642 15.99746
C -3.17998 -3.99082 15.57790
C -4.13405 -2.34169 17.14995
N -5.46860 -4.27881 16.53012
O -4.87181 -5.14642 17.46020
H -8.25494 -6.08306 15.82513
H -7.44709 -5.81094 17.44100
H -8.18294 -4.56641 16.67138
H -4.73370 -5.99187 14.51404
H -5.42483 -7.11830 15.70673
H -6.23535 -6.73411 14.22119
H -7.34228 -4.87650 13.76394
H -7.56356 -3.48122 14.80036
H -4.90191 -3.90860 13.30123
H -6.15725 -2.78089 12.96173
H -5.93574 -1.81651 15.26323
H -4.40320 -1.85425 14.43192
H -3.32368 -5.04654 15.36557
H -2.48357 -3.90580 16.41347
H -2.63858 -3.56811 14.72642
H -3.81576 -2.93791 18.00812
H -4.98300 -1.83296 17.62049
H -3.34396 -1.61721 16.95186
H -4.98638 -4.71742 18.33252
C -0.37357 -1.65531 24.67371
C -1.10037 -0.29363 24.55686
C -2.41649 -0.55554 23.81365
C -1.48184 0.16653 25.96597
C -0.36390 0.88028 26.73013
C 0.37399 1.87594 25.83097
C 0.82646 1.40055 24.45297
C 1.19822 2.62078 23.61352
C 2.13034 0.55518 24.64948
N -0.27089 0.68293 23.84482
O 0.01989 0.32505 22.50724
H 0.47626 -1.62201 25.35432
H -1.01965 -2.40673 25.12470
H -0.07187 -1.94326 23.66830
H -3.10010 0.28245 23.94189
H -2.38676 -0.81352 22.75273
H -2.86500 -1.51207 24.10929
H -2.24436 0.95313 25.89501
H -1.97012 -0.64312 26.50715
H -0.81702 1.42667 27.55490
H 0.38130 0.16092 27.09355
H 1.15968 2.34297 26.42031
H -0.45088 2.57826 25.63492
H 1.75501 2.39606 22.70798
H 1.79348 3.32976 24.19383
H 0.26272 3.15612 23.42236
H 1.89861 -0.13087 25.47128
H 2.97360 1.08805 25.09823
H 2.50220 0.03768 23.76744
H 0.18697 -0.62722 22.49551
C 0.55669 -3.29540 16.64635
C 1.76570 -3.75213 17.48329
C 2.31519 -5.07518 16.94757
C 2.87103 -2.70213 17.24120
C 3.92749 -2.64908 18.36181
C 3.28512 -2.59952 19.75444
C 2.25051 -3.72519 20.03475
C 2.96395 -5.06266 20.35292
C 1.46382 -3.28090 21.26320
N 1.36930 -3.85342 18.88083
O 0.29062 -4.73167 19.04496
H 0.92045 -2.94683 15.68194
H -0.26918 -4.00144 16.59300
H 0.15620 -2.43217 17.18980
H 1.66580 -5.94619 17.08326
H 2.46597 -5.08780 15.86486
H 3.28906 -5.26349 17.40574
H 3.46851 -2.95975 16.36478
H 2.48081 -1.69694 17.08385
H 4.70248 -3.41408 18.32512
H 4.44617 -1.68894 18.29164
H 2.72174 -1.68511 19.93996
H 4.11971 -2.70661 20.44946
H 3.68109 -5.30639 19.56772
H 2.26322 -5.90393 20.33142
H 3.44383 -5.02685 21.32905
H 0.77357 -4.03636 21.64904
H 0.85921 -2.40022 21.03856
H 2.12544 -3.00166 22.08658
H 0.66980 -5.60716 19.24327
C -1.53432 -7.76883 16.84627
C -2.24730 -7.07620 18.01201
O -2.37986 -8.00921 19.10650
H -0.59001 -8.16475 17.23278
H -1.26642 -7.07581 16.04688
H -2.15333 -8.57655 16.46396
H -3.29226 -6.90512 17.77080
H -1.69769 -6.21801 18.40264
H -1.52061 -8.34958 19.37466
C -7.25944 -4.49755 20.87031
C -5.76714 -4.42329 21.11043
O -5.10668 -3.89458 19.93422
H -7.73344 -5.09420 21.65564
H -7.60798 -4.88581 19.91578
H -7.72822 -3.51685 20.99334
H -5.34916 -5.41693 21.30996
H -5.48432 -3.75860 21.93577
H -4.18494 -4.15761 20.09794
C -0.99225 0.20629 18.90149
C -1.10569 1.60469 19.47554
O -0.33484 2.56144 18.72881
H -0.12689 -0.23976 19.41158
H -0.68543 0.13750 17.85508
H -1.84420 -0.46110 19.00791
H -0.92667 1.60349 20.55200
H -2.15316 1.90868 19.34372
H -0.62807 3.40007 19.10056
C -4.95475 0.52215 20.37222
C -5.74556 -0.41440 21.33196
O -5.71072 -0.00924 22.70050
H -5.20822 1.56239 20.56843
H -5.26766 0.21968 19.37194
H -3.87627 0.39373 20.46902
H -5.28528 -1.40185 21.27097
H -6.78460 -0.35272 21.01680
H -4.95289 -0.44182 23.09876
C -2.01388 -2.67555 20.93871
O -2.23188 -3.85939 20.18182
H -2.06221 -2.82805 22.02153
H -1.13823 -2.13863 20.58720
H -2.90407 -2.07591 20.70332
H -1.36940 -4.14659 19.84418
*
```

***

Density functional theory data (ωB97M-V/def2-TZVPD) for a 15-piece molecular cluster, C45H105N15O15 overall.

HOMO = -8.4374 eV
energy above the lowest of the compared OMol25 structures with the same formula, charge and spin = 343.7 kJ/mol
molecular weight = 1096.43 g/mol
HOMO-LUMO gap = 8.228 eV

Geometry as ORCA input:
```
! RIJCOSX wB97M-V def2-TZVPD def2/J DEFGRID3
* xyz 0 1
C 4.31564 9.37771 -0.93721
C 4.10092 9.45437 0.56107
O 3.64096 8.47580 1.12088
N 4.47386 10.58576 1.19612
C 4.57785 10.52864 2.65859
H 5.31551 9.71365 -1.25954
H 3.84267 10.11776 -1.59531
H 4.17320 8.36634 -1.29358
H 4.93782 11.33080 0.71274
H 4.85094 11.49999 3.05808
H 5.21463 9.70162 2.96673
H 3.59455 10.27105 3.05719
C -5.20393 7.09087 -4.59294
C -6.53992 7.56045 -4.00282
O -6.94681 8.70248 -4.18512
N -7.35037 6.55411 -3.60331
C -8.74195 6.75353 -3.18689
H -5.17190 6.07420 -4.97519
H -4.52007 7.21555 -3.74585
H -4.87902 7.76068 -5.38401
H -6.89428 5.66785 -3.47227
H -8.73637 6.94051 -2.11420
H -9.28891 5.85264 -3.45145
H -9.18651 7.60209 -3.69586
C 2.27222 10.75300 -5.86588
C 3.34358 10.05645 -5.09212
O 3.06892 9.40344 -4.09073
N 4.56701 10.05248 -5.63469
C 5.71791 9.45925 -4.93563
H 1.29195 10.82468 -5.40330
H 2.25287 10.21772 -6.82023
H 2.36358 11.81267 -6.13424
H 4.73932 10.55375 -6.48732
H 5.61781 9.70447 -3.88009
H 6.64096 9.70991 -5.44096
H 5.55791 8.37805 -4.97034
C 0.36859 11.69518 -2.20000
C -0.81904 10.92134 -1.60782
O -0.92648 10.76116 -0.40207
N -1.68721 10.44179 -2.52625
C -2.87605 9.68994 -2.11262
H 1.27653 11.15981 -1.92514
H 0.42653 12.71451 -1.83322
H 0.14171 11.67193 -3.26487
H -1.53449 10.42808 -3.51871
H -3.68253 10.31808 -2.51252
H -3.16272 9.59139 -1.07052
H -2.94614 8.73498 -2.63046
C -3.09689 8.48916 1.85218
C -4.15866 7.41093 1.77121
O -5.10335 7.49352 0.98771
N -3.91877 6.24420 2.40183
C -4.87405 5.13373 2.36383
H -2.52738 8.39333 2.77984
H -3.60194 9.44877 1.93838
H -2.38660 8.38161 1.03490
H -3.05109 6.10939 2.88933
H -5.68352 5.30240 3.06786
H -4.29552 4.22209 2.49140
H -5.25149 5.11711 1.34195
C 3.53730 5.90795 -3.20397
C 2.31559 6.01181 -2.29540
O 1.87046 5.01229 -1.74659
N 1.82803 7.24008 -2.07815
C 0.64527 7.56012 -1.29734
H 3.84744 6.93194 -3.45110
H 3.32881 5.44997 -4.17171
H 4.41456 5.40664 -2.80349
H 2.21629 8.00375 -2.60952
H 0.81271 7.32937 -0.24528
H -0.23392 7.04140 -1.67921
H 0.58274 8.64074 -1.40772
C 2.87821 14.32851 -3.46161
C 2.05852 14.30317 -4.72741
O 0.93658 13.83933 -4.74078
N 2.70321 14.65706 -5.87656
C 1.88669 15.04833 -7.03567
H 2.99712 13.32089 -3.04667
H 2.31260 14.80084 -2.65831
H 3.89589 14.68124 -3.62071
H 3.63027 15.03346 -5.92328
H 2.48953 15.83818 -7.49478
H 0.95585 15.54629 -6.77736
H 1.75353 14.22626 -7.73629
C -6.41074 10.19588 -0.74361
C -7.92443 10.24510 -0.91563
O -8.63592 10.53864 0.04711
N -8.40832 10.03950 -2.13977
C -9.84227 10.21386 -2.43157
H -6.03297 9.23445 -1.10500
H -6.03672 10.19306 0.27780
H -6.03243 11.08512 -1.25191
H -7.79252 9.78284 -2.90924
H -10.08974 11.15686 -1.94512
H -10.40987 9.37899 -2.03162
H -9.91181 10.36696 -3.50523
C -1.53836 3.90419 -4.25202
C -2.26731 4.16526 -2.95028
O -2.55552 3.26346 -2.18748
N -2.57260 5.45919 -2.71069
C -3.23235 5.90141 -1.49143
H -2.23932 3.52607 -4.99269
H -0.75129 3.16466 -4.09773
H -0.94493 4.75655 -4.59182
H -2.34799 6.17897 -3.37618
H -2.53289 5.86843 -0.65652
H -4.09754 5.28340 -1.24895
H -3.65978 6.89294 -1.62436
C -0.10661 7.74190 -6.39604
C -1.10457 8.86720 -6.15614
O -2.02182 8.67553 -5.37338
N -0.84535 10.07029 -6.73164
C -1.48028 11.31495 -6.27430
H 0.39209 7.61105 -5.43625
H 0.66555 7.85896 -7.16161
H -0.64282 6.86077 -6.74874
H -0.25837 10.13146 -7.54196
H -1.96413 11.80590 -7.11103
H -0.64130 11.97016 -5.99944
H -2.00563 11.21231 -5.33398
C -3.57682 14.90573 -5.60600
C -4.05169 13.47853 -5.87891
O -3.91141 13.12899 -7.05078
N -4.37550 12.62890 -4.89116
C -5.07940 11.38712 -5.19287
H -2.61018 15.13544 -6.04631
H -3.49247 15.11869 -4.53355
H -4.29561 15.62043 -6.00648
H -4.37279 12.91488 -3.92425
H -5.09712 10.77874 -4.29151
H -4.55310 10.83447 -5.96794
H -6.10072 11.62242 -5.48976
C 1.25097 15.41684 4.13843
C 1.01308 14.82118 2.78734
O 0.27569 15.33824 1.95774
N 1.67798 13.65824 2.57799
C 1.67823 12.90057 1.36622
H 2.04983 16.15896 4.05733
H 1.44945 14.70166 4.93344
H 0.39243 16.01353 4.44718
H 2.26681 13.41257 3.35493
H 2.45069 13.28569 0.69234
H 0.70025 12.96263 0.88429
H 1.80772 11.82527 1.48542
C -6.51826 15.25626 -0.98787
C -5.55257 14.12407 -1.27854
O -5.56327 13.51297 -2.34555
N -4.72903 13.75776 -0.28739
C -3.76031 12.67987 -0.36169
H -7.51343 15.02309 -1.36442
H -6.10022 16.11805 -1.50846
H -6.71289 15.44230 0.06934
H -4.84881 14.07234 0.66026
H -3.45463 12.56841 -1.40496
H -4.19573 11.71491 -0.10553
H -2.85057 12.92397 0.18184
C -0.60167 10.79073 3.07048
C -1.29412 10.16805 4.30750
O -2.15287 10.75219 4.92344
N -0.75208 8.95678 4.57735
C -1.00017 8.16090 5.75966
H -0.13329 11.74135 3.31433
H -1.30940 10.92277 2.24776
H 0.11580 10.12895 2.57769
H 0.00000 8.62539 4.00559
H -0.63219 7.17044 5.48692
H -2.06580 8.07028 5.97586
H -0.50851 8.53817 6.65861
C -0.65701 15.58442 -2.05469
C -1.79737 16.25682 -1.29290
O -2.71422 16.75745 -1.94113
N -1.76215 16.19768 0.03745
C -2.85886 16.62058 0.87881
H -0.06501 14.82905 -1.54318
H -0.08065 16.39056 -2.50622
H -1.19652 15.05890 -2.84476
H -1.08549 15.59998 0.49394
H -3.65681 15.90499 1.09129
H -3.38909 17.46296 0.43864
H -2.42888 16.90515 1.83897
*
```